[1]
C6H10O in the gas phase. Source: OMol25; level of theory: ωB97M-V/def2-TZVPD.

CARTESIAN COORDINATES (ANGSTROEM)
C (2.506, 0.152, 0.082)
C (1.011, 0.131, 0.367)
C (0.185, 1.348, 0.067)
C (-1.134, 1.263, -0.179)
C (-1.890, 0.011, -0.281)
C (-1.585, -1.177, 0.269)
O (-2.115, -2.362, -0.128)
H (2.692, 0.155, -0.997)
H (3.026, 1.003, 0.532)
H (2.946, -0.766, 0.487)
H (0.845, -0.172, 1.410)
H (0.580, -0.669, -0.246)
H (0.673, 2.321, 0.017)
H (-1.682, 2.166, -0.443)
H (-2.736, 0.018, -0.970)
H (-0.898, -1.325, 1.094)
H (-2.488, -2.227, -1.009)

Calculated values
frontier orbital gap	0.3337	Ha
DFT total energy	-8430.1529	eV
SMILES	CC/C=C\C=C\O
lowest unoccupied orbital energy	0.92	eV

---

[2]
CH3OP in the gas phase at a distorted geometry. Source: OMol25; level of theory: ωB97M-V/def2-TZVPD.

CARTESIAN COORDINATES (ANGSTROEM)
C (-0.569, -0.457, -0.325)
O (0.437, -0.998, 0.426)
P (1.052, 0.548, -0.077)
H (-1.408, 0.017, 0.264)
H (-0.670, -0.558, -1.370)
H (1.157, 1.448, 1.082)

Calculated values
frontier orbital gap	0.3608	Ha
DFT total energy	-12419.5894	eV
SMILES	C1OP1
lowest unoccupied orbital energy	0.66	eV

---

[3]
C36H47As3P2PtS2 as an isolated structure. Source: OMol25; level of theory: ωB97M-V/def2-TZVPD.

CARTESIAN COORDINATES (ANGSTROEM)
Pt (0.979, -0.094, -0.286)
S (-2.556, -2.387, -0.209)
P (-2.539, -0.434, 0.093)
C (-1.003, 0.349, 0.363)
P (-0.809, 2.052, 0.229)
S (1.234, 2.178, 0.379)
C (-1.218, 2.835, -1.379)
C (-1.024, 2.079, -2.534)
C (-1.269, 2.625, -3.782)
C (-1.716, 3.936, -3.893)
C (-1.926, 4.690, -2.750)
C (-1.682, 4.141, -1.497)
C (-1.463, 3.264, 1.440)
C (-2.669, 3.110, 2.114)
C (-3.102, 4.077, 3.014)
C (-2.335, 5.207, 3.244)
C (-1.127, 5.367, 2.576)
C (-0.689, 4.398, 1.689)
C (-3.567, -0.128, 1.574)
C (-2.928, 0.020, 2.802)
C (-3.669, 0.183, 3.963)
C (-5.056, 0.202, 3.907)
C (-5.699, 0.043, 2.685)
C (-4.958, -0.131, 1.526)
C (-3.489, 0.356, -1.263)
C (-4.048, 1.624, -1.117)
C (-4.656, 2.262, -2.188)
C (-4.713, 1.636, -3.424)
C (-4.174, 0.367, -3.577)
C (-3.571, -0.270, -2.503)
H (-0.691, 1.049, -2.443)
H (-1.124, 2.024, -4.671)
H (-1.910, 4.363, -4.869)
H (-2.287, 5.707, -2.827)
H (-1.871, 4.737, -0.614)
H (-3.268, 2.225, 1.973)
H (-4.035, 3.932, 3.542)
H (-2.668, 5.957, 3.949)
H (-0.521, 6.246, 2.755)
H (0.259, 4.526, 1.180)
H (-1.845, 0.037, 2.829)
H (-3.163, 0.305, 4.913)
H (-5.636, 0.334, 4.811)
H (-6.781, 0.048, 2.636)
H (-5.467, -0.264, 0.579)
H (-4.015, 2.128, -0.160)
H (-5.078, 3.250, -2.057)
H (-5.182, 2.134, -4.264)
H (-4.227, -0.132, -4.537)
H (-3.173, -1.273, -2.611)
C (3.774, 1.308, -2.123)
As (3.315, 0.034, -0.737)
C (4.331, 0.708, 0.773)
C (4.364, -1.494, -1.332)
C (3.954, -2.851, -0.774)
C (4.990, -3.866, -1.268)
C (2.592, -3.257, -1.349)
As (0.894, -2.419, -0.779)
C (-0.084, -3.106, -2.303)
C (0.492, -3.571, 0.733)
C (3.959, -2.796, 0.761)
As (3.818, -4.534, 1.704)
C (3.455, -3.745, 3.462)
C (5.734, -4.835, 2.011)
H (4.856, 1.430, -2.185)
H (3.299, 2.257, -1.884)
H (3.387, 0.952, -3.076)
H (5.399, 0.620, 0.579)
H (4.063, 0.157, 1.671)
H (4.066, 1.754, 0.917)
H (5.406, -1.286, -1.072)
H (4.294, -1.505, -2.424)
H (5.036, -3.868, -2.359)
H (4.737, -4.879, -0.946)
H (5.984, -3.620, -0.886)
H (2.421, -4.321, -1.157)
H (2.631, -3.145, -2.437)
H (0.014, -4.192, -2.309)
H (0.364, -2.693, -3.207)
H (-1.127, -2.818, -2.230)
H (0.921, -4.558, 0.571)
H (-0.583, -3.624, 0.870)
H (0.925, -3.114, 1.622)
H (3.130, -2.178, 1.124)
H (4.884, -2.321, 1.106)
H (2.435, -3.366, 3.497)
H (4.149, -2.929, 3.670)
H (3.565, -4.512, 4.228)
H (6.217, -5.179, 1.098)
H (5.846, -5.608, 2.770)
H (6.221, -3.923, 2.358)

Calculated values
frontier orbital gap	0.2665	Ha
DFT total energy	-264107.6361	eV
lowest unoccupied orbital energy	0.31	eV

---

[4]
A 2-piece molecular cluster, C3H11N2O overall at a distorted geometry. Source: OMol25; level of theory: ωB97M-V/def2-TZVPD.

CARTESIAN COORDINATES (ANGSTROEM)
C (-1.165, 1.958, 0.821)
C (-1.123, 0.569, 0.225)
C (0.159, 0.038, 0.012)
N (0.434, -1.137, -0.826)
N (-2.266, -0.025, 0.080)
H (-1.490, 1.926, 1.853)
H (-1.985, 2.469, 0.295)
H (-0.243, 2.493, 0.767)
H (1.083, 0.380, 0.454)
H (-0.349, -1.782, -0.969)
H (1.307, -1.552, -0.403)
H (0.710, -0.886, -1.787)
H (-2.332, -1.038, 0.081)
H (-3.028, 0.522, 0.474)
H (3.640, -1.656, -1.051)
H (3.551, -1.134, 0.414)
O (3.097, -1.146, -0.440)

Calculated values
net charge	+2
spin multiplicity	2
frontier orbital gap (spin up / spin down)	0.4265 / 0.2962	Ha
DFT total energy	-8297.9534	eV
lowest unoccupied orbital energy (spin up / spin down)	-8.46 / -12.05	eV

---

[5]
C46H68CoGeN6P3S as an isolated structure at a distorted geometry. Source: OMol25; level of theory: ωB97M-V/def2-TZVPD.

CARTESIAN COORDINATES (ANGSTROEM)
Co (0.175, 0.605, -0.222)
C (3.769, 0.517, 3.465)
C (2.502, 0.962, 2.736)
C (1.281, 0.644, 3.588)
P (2.286, 0.325, 0.980)
C (2.521, -1.528, 1.220)
N (1.315, -2.247, 1.459)
Ge (-0.493, -1.470, 0.618)
N (-2.433, -1.038, 1.054)
C (-2.980, 0.205, 0.618)
P (-1.754, 1.590, 0.758)
C (-2.010, 2.100, 2.559)
C (-2.080, 0.870, 3.469)
C (-3.225, 2.971, 2.870)
C (-2.555, 2.891, -0.344)
C (-4.083, 2.931, -0.335)
C (-1.983, 4.299, -0.171)
C (-3.178, -1.996, 1.642)
C (-4.553, -1.912, 1.932)
C (-5.238, -2.996, 2.433)
C (-4.588, -4.207, 2.633)
C (-3.226, -4.303, 2.394)
C (-2.510, -3.202, 1.957)
N (-1.088, -3.234, 1.720)
C (-0.235, -3.327, 2.859)
C (-0.615, -3.833, 4.086)
C (0.337, -4.034, 5.076)
C (1.673, -3.764, 4.811)
C (2.052, -3.202, 3.613)
C (1.099, -2.903, 2.623)
C (-0.817, -4.322, 0.809)
C (-0.584, -5.620, 1.219)
C (-0.518, -6.632, 0.276)
C (-0.719, -6.342, -1.069)
C (-0.895, -5.044, -1.491)
C (-0.886, -3.996, -0.560)
N (-0.901, -2.670, -0.839)
C (-1.128, -2.192, -2.168)
P (-0.518, -0.455, -2.402)
C (1.171, -0.655, -3.219)
C (1.307, -0.825, -4.730)
C (1.897, -1.798, -2.515)
C (-1.670, 0.093, -3.781)
C (-1.915, -0.957, -4.866)
C (-3.033, 0.516, -3.239)
C (3.980, 0.779, 0.304)
C (4.157, 0.408, -1.162)
C (4.323, 2.258, 0.471)
H (3.839, 1.072, 4.398)
H (4.675, 0.716, 2.903)
H (3.738, -0.537, 3.728)
H (2.542, 2.052, 2.621)
H (1.120, -0.429, 3.682)
H (0.403, 1.099, 3.145)
H (1.415, 1.049, 4.590)
H (3.226, -1.627, 2.047)
H (3.009, -1.906, 0.314)
H (-3.864, 0.492, 1.194)
H (-3.254, 0.135, -0.442)
H (-1.115, 2.686, 2.810)
H (-3.098, 0.490, 3.519)
H (-1.786, 1.149, 4.478)
H (-1.437, 0.056, 3.137)
H (-4.154, 2.447, 2.665)
H (-3.221, 3.915, 2.339)
H (-3.212, 3.199, 3.935)
H (-2.235, 2.556, -1.341)
H (-4.477, 3.270, 0.616)
H (-4.527, 1.969, -0.576)
H (-4.413, 3.636, -1.099)
H (-2.092, 4.688, 0.837)
H (-2.517, 4.969, -0.842)
H (-0.935, 4.333, -0.446)
H (-5.091, -0.995, 1.757)
H (-6.291, -2.906, 2.655)
H (-5.134, -5.069, 2.981)
H (-2.722, -5.245, 2.546)
H (-1.644, -4.092, 4.271)
H (0.041, -4.450, 6.024)
H (2.426, -3.990, 5.550)
H (3.100, -3.029, 3.428)
H (-0.460, -5.848, 2.268)
H (-0.340, -7.648, 0.588)
H (-0.726, -7.139, -1.796)
H (-1.034, -4.848, -2.543)
H (-2.205, -2.195, -2.378)
H (-0.634, -2.824, -2.913)
H (1.673, 0.288, -2.968)
H (1.010, -1.820, -5.054)
H (2.362, -0.712, -4.979)
H (0.760, -0.075, -5.293)
H (1.483, -2.763, -2.798)
H (1.818, -1.691, -1.433)
H (2.945, -1.798, -2.805)
H (-1.175, 0.969, -4.219)
H (-2.610, -1.720, -4.524)
H (-1.014, -1.445, -5.213)
H (-2.373, -0.462, -5.720)
H (-3.511, -0.302, -2.701)
H (-3.682, 0.784, -4.071)
H (-2.959, 1.379, -2.588)
H (4.682, 0.178, 0.892)
H (3.402, 0.899, -1.772)
H (4.115, -0.666, -1.313)
H (5.133, 0.750, -1.500)
H (3.749, 2.850, -0.236)
H (5.378, 2.404, 0.245)
H (4.144, 2.630, 1.476)
N (1.260, 3.773, 0.587)
C (1.425, 3.686, -0.746)
S (0.827, 2.307, -1.532)
N (2.030, 4.699, -1.365)
C (2.508, 4.883, -2.680)
C (3.223, 6.060, -2.902)
C (3.743, 6.333, -4.152)
C (3.556, 5.435, -5.191)
C (2.849, 4.267, -4.969)
C (2.322, 3.983, -3.722)
H (0.726, 3.043, 1.042)
H (1.491, 4.607, 1.105)
H (2.279, 5.483, -0.770)
H (3.368, 6.764, -2.096)
H (4.294, 7.245, -4.315)
H (3.957, 5.650, -6.168)
H (2.701, 3.567, -5.778)
H (1.763, 3.078, -3.562)

Calculated values
net charge	+2
frontier orbital gap (spin up / spin down)	0.1591 / 0.1559	Ha
DFT total energy	-190579.3834	eV
lowest unoccupied orbital energy (spin up / spin down)	-7.12 / -7.20	eV

---

[6]
C4H3NOS in the gas phase at a distorted geometry. Source: OMol25; level of theory: ωB97M-V/def2-TZVPD.

CARTESIAN COORDINATES (ANGSTROEM)
C (-0.125, 2.080, -0.007)
C (-0.171, 0.861, -0.053)
C (-0.112, -0.555, 0.004)
C (-1.407, -1.292, -0.001)
O (-2.472, -0.696, 0.058)
N (0.974, -1.241, 0.045)
S (2.504, -0.581, 0.027)
H (-0.096, 3.112, 0.245)
H (-1.360, -2.402, -0.186)
H (2.265, 0.714, -0.130)

Calculated values
frontier orbital gap	0.3193	Ha
DFT total energy	-18566.1024	eV
SMILES	C#C/C(C=O)=N\S
lowest unoccupied orbital energy	-0.76	eV

---

[7]
A 5-piece molecular cluster, C2H15NO4 overall at a distorted geometry. Source: OMol25; level of theory: ωB97M-V/def2-TZVPD.

CARTESIAN COORDINATES (ANGSTROEM)
C (-1.125, -1.512, 2.109)
N (-0.806, -1.214, 0.723)
C (-1.219, -2.238, -0.210)
H (-2.192, -1.724, 2.195)
H (-0.445, -2.226, 2.582)
H (-1.053, -0.582, 2.690)
H (0.119, -0.835, 0.624)
H (-2.236, -2.013, -0.586)
H (-1.358, -3.227, 0.237)
H (-0.615, -2.231, -1.116)
O (1.425, -0.048, -2.251)
H (0.477, -0.066, -2.428)
H (1.571, 0.858, -1.956)
O (3.317, 0.742, 0.954)
H (3.716, 0.858, 0.092)
H (3.061, 1.586, 1.329)
O (-2.467, 1.464, -1.238)
H (-3.192, 1.200, -1.812)
H (-1.989, 0.660, -0.983)
O (0.640, 2.117, 0.361)
H (0.285, 1.897, -0.511)
H (-0.047, 2.761, 0.605)

Calculated values
frontier orbital gap	0.3269	Ha
DFT total energy	-11996.6345	eV
SMILES	CNC.O.O.O.O
lowest unoccupied orbital energy	0.34	eV

---

Q: Which formula does entry 4 have?
A: C3H11N2O

---

Copy entry 7 word for word.
A 5-piece molecular cluster, C2H15NO4 overall at a distorted geometry. Source: OMol25; level of theory: ωB97M-V/def2-TZVPD.

CARTESIAN COORDINATES (ANGSTROEM)
C (-1.125, -1.512, 2.109)
N (-0.806, -1.214, 0.723)
C (-1.219, -2.238, -0.210)
H (-2.192, -1.724, 2.195)
H (-0.445, -2.226, 2.582)
H (-1.053, -0.582, 2.690)
H (0.119, -0.835, 0.624)
H (-2.236, -2.013, -0.586)
H (-1.358, -3.227, 0.237)
H (-0.615, -2.231, -1.116)
O (1.425, -0.048, -2.251)
H (0.477, -0.066, -2.428)
H (1.571, 0.858, -1.956)
O (3.317, 0.742, 0.954)
H (3.716, 0.858, 0.092)
H (3.061, 1.586, 1.329)
O (-2.467, 1.464, -1.238)
H (-3.192, 1.200, -1.812)
H (-1.989, 0.660, -0.983)
O (0.640, 2.117, 0.361)
H (0.285, 1.897, -0.511)
H (-0.047, 2.761, 0.605)

Calculated values
frontier orbital gap	0.3269	Ha
DFT total energy	-11996.6345	eV
SMILES	CNC.O.O.O.O
lowest unoccupied orbital energy	0.34	eV

---

Q: Among the records above, which one has the highest DFT total energy?
A: C3H11N2O

---

Q: Which formula does entry 3 have?
A: C36H47As3P2PtS2